# 1
Formula: C20H26NO9PSSn
Source: OMol25
Level of theory: ωB97M-V with the def2-TZVPD basis set

Geometry (Å):
Sn1 -0.70 -1.26 -1.17
S1 0.61 2.69 -1.22
P1 2.52 0.95 0.07
O1 0.64 -2.68 -0.32
O2 2.10 2.36 -0.56
O3 -1.56 0.48 -0.15
O4 0.81 -4.45 1.05
O5 3.72 1.23 0.97
O6 -3.31 -3.22 4.12
O7 2.77 0.07 -1.16
O8 -3.08 1.18 1.34
O9 1.36 0.40 0.90
N1 -1.53 -1.90 0.74
C1 -1.08 -3.02 1.28
C2 5.99 1.61 1.71
C3 3.37 -1.32 -1.20
C4 1.22 0.41 2.39
C5 1.20 3.50 -2.68
C6 0.58 1.70 2.83
C7 -1.27 3.67 0.33
C8 -2.41 -1.11 1.38
C9 0.22 -3.50 0.63
C10 3.71 -1.88 0.15
C11 5.08 1.65 0.52
C12 -2.67 -2.81 3.03
C13 -1.63 -3.53 2.43
C14 -3.02 -1.53 2.53
C15 0.07 6.07 0.83
C16 -2.41 0.31 0.83
C17 -0.01 3.94 -0.21
C18 0.68 5.13 0.03
C19 -1.87 4.64 1.12
C20 -1.20 5.83 1.37
H1 2.84 -1.95 0.80
H2 1.21 2.56 2.59
H3 -3.71 -0.90 3.06
H4 6.04 0.60 2.13
H5 -0.40 1.82 2.39
H6 4.23 -1.20 -1.85
H7 -1.77 2.73 0.15
H8 0.47 1.66 3.92
H9 -1.23 -4.44 2.86
H10 2.60 -1.91 -1.70
H11 0.32 3.87 -3.19
H12 6.99 1.90 1.40
H13 1.86 4.33 -2.41
H14 4.05 -2.91 -0.02
H15 0.58 7.01 1.05
H16 5.65 2.30 2.48
H17 4.97 2.65 0.10
H18 1.66 5.31 -0.38
H19 5.38 0.95 -0.27
H20 1.71 2.76 -3.29
H21 -3.02 -4.09 4.40
H22 4.52 -1.35 0.64
H23 -1.66 6.59 1.99
H24 -2.85 4.46 1.54
H25 0.62 -0.47 2.58
H26 2.22 0.27 2.79

Computed properties:
Net charge: +2
Orbital gap: 8.0 eV
DFT total energy: -67023.511 eV
HOMO energy: -14.748 eV
M: 606.2 g/mol

Atom charges from the Löwdin analysis, given in e for atoms 1 to 5: atom 1 (Sn): 1.436, atom 2 (S): 1.195, atom 3 (P): 0.435, atom 4 (O): -0.296, atom 5 (O): -0.374

# 2
Formula: C46H39F5I2N4O2P2ReSe
Source: OMol25
Level of theory: ωB97M-V with the def2-TZVPD basis set

Geometry (Å):
Re1 0.12 0.14 1.31
I1 2.08 4.56 -0.23
I2 7.46 2.09 0.17
Se1 0.75 -2.91 -0.41
P1 -0.34 -0.43 -1.42
P2 -1.58 1.45 0.24
F1 5.90 -2.82 -1.18
F2 3.20 -3.77 -4.91
F3 3.73 -2.60 0.36
F4 5.65 -3.39 -3.82
F5 1.00 -3.62 -3.37
O1 -1.24 -1.47 1.44
O2 1.31 1.61 0.98
N1 1.88 -1.03 1.99
N2 -2.36 -2.07 3.32
N3 -0.98 1.21 -1.34
N4 0.02 0.16 3.42
C1 3.54 0.06 -2.53
C2 -1.62 -1.22 -2.47
C3 -2.97 -3.05 -3.26
C4 -0.59 1.10 4.15
C5 -2.22 -0.40 -3.43
C6 3.05 -0.23 2.42
C7 -5.33 0.07 -0.65
C8 -4.04 0.55 -0.80
C9 -3.25 0.78 0.33
C10 -1.04 3.86 1.47
C11 -3.56 -2.24 -4.21
C12 -2.11 -2.16 2.02
C13 -1.25 5.21 1.73
C14 3.53 0.81 1.45
C15 4.89 0.91 1.24
C16 -5.85 -0.16 0.61
C17 -1.79 3.22 0.50
C18 1.15 -0.29 -2.44
C19 -2.88 -3.14 1.20
C20 2.29 -3.14 -1.45
C21 3.50 -0.08 -3.92
C22 -5.08 0.09 1.74
C23 -0.38 2.27 -2.16
C24 2.66 1.77 0.92
C25 3.21 2.90 0.30
C26 0.04 0.02 6.18
C27 0.67 -0.85 4.04
C28 1.38 -1.82 3.13
C29 -0.61 1.06 5.53
C30 5.42 1.98 0.53
C31 3.31 -3.51 -3.62
C32 -2.00 -2.55 -2.40
C33 -2.20 5.91 1.01
C34 4.57 -3.32 -3.06
C35 4.70 -3.03 -1.71
C36 -3.78 0.55 1.59
C37 4.58 2.99 0.10
C38 2.36 -0.06 -1.81
C39 -2.75 3.93 -0.23
C40 0.69 -0.95 5.42
C41 2.30 -0.34 -4.56
C42 2.19 -3.43 -2.81
C43 -3.18 -0.90 -4.30
C44 3.57 -2.94 -0.93
C45 1.12 -0.44 -3.83
C46 -2.95 5.28 0.02
H1 0.66 2.43 -1.89
H2 -0.43 2.00 -3.21
H3 -3.25 -4.10 -3.19
H4 -1.96 0.65 -3.50
H5 3.87 -0.93 2.63
H6 2.27 -0.46 -5.63
H7 -3.19 0.76 2.48
H8 -3.69 5.83 -0.54
H9 4.41 0.00 -4.49
H10 5.55 0.15 1.64
H11 0.19 -0.65 -4.34
H12 -3.62 -0.26 -5.04
H13 2.18 -2.33 3.66
H14 4.47 0.25 -2.02
H15 -3.09 -2.63 3.73
H16 -4.30 -2.64 -4.89
H17 2.16 -1.68 1.25
H18 -3.71 -3.60 1.74
H19 -1.53 -3.22 -1.69
H20 -5.94 -0.11 -1.53
H21 -0.65 5.71 2.48
H22 -1.11 1.85 6.08
H23 -3.36 3.43 -0.97
H24 -0.26 3.33 1.99
H25 -3.64 0.74 -1.78
H26 -2.19 -3.92 0.86
H27 -1.90 -1.38 3.89
H28 4.98 3.86 -0.40
H29 -1.09 1.88 3.59
H30 -5.50 -0.06 2.73
H31 2.41 0.02 -0.73
H32 2.79 0.25 3.37
H33 -0.92 3.20 -2.02
H34 -6.87 -0.53 0.72
H35 -2.36 6.97 1.21
H36 0.05 -0.03 7.26
H37 0.69 -2.57 2.74
H38 1.21 -1.76 5.90
H39 -3.26 -2.61 0.32

Computed properties:
Spin multiplicity: 2
Net charge: +2
Orbital gap (spin up / spin down): 4.5 / 4.7 eV
DFT total energy: -174220.825 eV
HOMO energy (spin up / spin down): -11.925 / -11.875 eV
M: 1355.8 g/mol

Atom charges from the Löwdin analysis, given in e for atoms 1 to 5: atom 1 (Re): 1.331, atom 2 (I): 1.085, atom 3 (I): 0.965, atom 4 (Se): 0.879, atom 5 (P): 0.933

Q: What is the formula in the second record?
A: C46H39F5I2N4O2P2ReSe

Q: What is the DFT total energy in the first record?
A: -67023.511 eV